Entry 1:
The following is a DFT calculation (the ωB97M-V functional and the def2-TZVPD basis) of a structure of composition C20H26BrN4OS2Tc.

Last column: Löwdin spin population.
CARTESIAN COORDINATES (ANGSTROEM)
Tc -1.1007 -0.4089 -3.0111  1.00
C 3.8912 -1.8272 2.7308  0.02
C 3.8833 -0.5176 1.8962  0.03
C 3.9088 0.6927 2.8400  0.01
C 5.1440 -0.4999 1.0225  0.00
C 2.6142 -0.5262 1.0911  0.18
C 2.6294 -0.6516 -0.3204  0.08
C 1.4456 -0.6740 -0.9745  0.09
Br 1.3963 -0.8701 -2.9030  0.01
C 0.1655 -0.5937 -0.3497  0.14
O -0.8947 -0.6337 -1.0894  0.26
C 0.1423 -0.4925 1.0940  0.10
C 1.3680 -0.4532 1.7290  -0.01
C -1.1116 -0.4582 1.9797  0.01
C -1.0204 0.7682 2.9092  0.01
C -1.0907 -1.7377 2.8404  0.01
C -2.4672 -0.3881 1.2708  0.00
H 4.8220 -1.8817 3.2929  0.00
H 3.8230 -2.7049 2.0867  0.00
H 3.0621 -1.8505 3.4399  0.00
H 4.8369 0.6835 3.4088  0.00
H 3.0874 0.6832 3.5583  0.00
H 3.8573 1.6323 2.2862  0.00
H 6.0266 -0.5012 1.6583  0.00
H 5.1922 0.4069 0.4131  0.00
H 5.2120 -1.3818 0.3828  0.00
H 3.5617 -0.7426 -0.8615  0.00
H 1.3638 -0.3705 2.8064  0.00
H -0.1339 0.7455 3.5411  0.00
H -1.8869 0.7782 3.5697  0.00
H -1.0124 1.6981 2.3371  0.00
H -0.1929 -1.7967 3.4551  0.00
H -1.1431 -2.6366 2.2234  0.00
H -1.9524 -1.7303 3.5079  0.00
H -2.5509 0.5050 0.6488  0.00
H -3.2514 -0.3379 2.0263  0.00
H -2.6587 -1.2746 0.6679  0.00
N -3.9571 -2.4937 -2.9758  0.08
C -4.1331 -1.1916 -3.0415  0.05
N -3.1568 -0.2786 -3.0730  -0.01
C -3.6879 1.0005 -3.1358  0.06
C -5.0655 1.0585 -3.1529  0.23
S -5.7451 -0.4959 -3.0987  0.11
C -2.7319 2.0439 -3.1960  0.06
C -2.9192 3.4096 -3.2449  0.24
S -1.4351 4.2279 -3.3209  0.10
C -0.5946 2.6872 -3.2734  0.05
N -1.4070 1.6342 -3.2062  -0.02
N 0.7220 2.6380 -3.3039  0.09
H -3.0375 -2.9080 -2.9572  0.00
H -4.7462 -3.1264 -2.9633  0.00
H -5.6946 1.9363 -3.2021  0.01
H -3.8536 3.9533 -3.2459  0.01
H 1.2614 3.4892 -3.3898  0.00
H 1.2160 1.7641 -3.4237  0.00

Calculated values
strongest force on any atom	0.6	eV/A
2S+1	4
net charge	+3
energy above the lowest of the compared OMol25 structures with the same formula, charge and spin	0.048	eV



Entry 2:
The following is a DFT calculation (the ωB97M-V functional and the def2-TZVPD basis) of a cluster of 4 separate species, C22H25BIO3 in total at a distorted geometry.

Last column: Mulliken charge in e.
CARTESIAN COORDINATES (ANGSTROEM)
O 3.4253 -0.7117 2.0479  -0.45
C 3.1608 0.1810 1.3517  0.09
I 1.9859 1.7699 2.2478  -0.10
C 3.6751 0.1748 -0.1077  0.01
C 2.8941 1.0308 -1.1115  -0.51
C 3.2294 2.5540 -1.0367  -0.57
B 4.7514 2.9626 -1.2418  0.65
O 5.1654 4.2910 -0.9729  -0.58
O 5.7917 2.0875 -1.6484  -0.59
H 3.5681 -0.8739 -0.4385  0.17
H 4.7812 0.3566 -0.0541  0.09
H 3.2606 0.7010 -2.1090  0.04
H 2.8793 3.0679 -0.1243  0.04
H 2.6788 3.0372 -1.8746  0.30
H 5.7731 4.5400 -1.6860  0.27
H 6.2804 1.8998 -0.8318  0.28
C 1.7162 -4.5325 -1.4864  -0.45
C 1.4994 -3.3275 -0.8288  -0.33
C 1.0815 -2.2103 -1.5409  -0.20
C 0.8722 -2.3015 -2.9102  -0.54
C 1.0851 -3.5065 -3.5677  -0.34
C 1.5111 -4.6217 -2.8568  -0.35
H 2.0457 -5.4025 -0.9301  0.34
H 1.6578 -3.2579 0.2412  0.35
H 0.9211 -1.2664 -1.0300  0.39
H 0.5432 -1.4309 -3.4639  0.38
H 0.9199 -3.5766 -4.6368  0.34
H 1.6826 -5.5603 -3.3711  0.34
C -1.3788 0.0845 3.0690  0.12
C -2.4769 0.5445 3.7854  -0.46
C -3.5715 -0.2859 3.9898  -0.45
C -3.5641 -1.5803 3.4848  -0.34
C -2.4641 -2.0411 2.7719  -0.38
C -1.3732 -1.2073 2.5608  -0.32
H -0.5261 0.7326 2.9042  -0.25
H -2.4791 1.5521 4.1836  0.35
H -4.4308 0.0751 4.5432  0.39
H -4.4159 -2.2301 3.6474  0.37
H -2.4576 -3.0509 2.3794  0.36
H -0.5174 -1.5635 1.9998  0.51
C -5.3050 2.4414 -0.0100  -0.44
C -4.8077 2.7793 -1.2621  -0.38
C -3.5994 2.2494 -1.6958  -0.42
C -2.8923 1.3738 -0.8815  -0.65
C -3.3913 1.0329 0.3690  0.11
C -4.5952 1.5701 0.8066  -0.43
H -6.2462 2.8577 0.3300  0.35
H -5.3622 3.4574 -1.9003  0.34
H -3.2079 2.5182 -2.6694  0.37
H -1.9516 0.9572 -1.2213  0.57
H -2.8419 0.3509 1.0021  0.19
H -4.9801 1.3079 1.7847  0.38

Calculated values
strongest force on any atom	2.6	eV/A
DFT total energy	-38140.0464	eV
net charge	-1



Entry 3:
The following is a DFT calculation (the ωB97M-V functional and the def2-TZVPD basis) of a cluster of 2 separate species, C4H15N2O in total at a distorted geometry.

Last column: Mulliken charge in e.
CARTESIAN COORDINATES (ANGSTROEM)
N -1.6044 -1.5060 -0.6501  -0.24
C -1.9599 0.0163 -0.4092  -0.60
C -1.2461 0.4845 0.8072  -0.76
N 0.2231 0.3459 0.7208  -0.19
C 1.0046 1.3071 -0.1330  -0.24
C 2.4184 1.3638 0.4002  -1.22
H -2.0206 -1.7853 -1.5546  0.36
H -1.9603 -2.1811 0.0593  0.38
H -0.5250 -1.5412 -0.5079  0.22
H -1.8052 0.5498 -1.3085  0.36
H -3.1206 0.1184 -0.4193  0.37
H -1.7319 -0.1461 1.6434  0.33
H -1.7106 1.3989 1.1831  0.43
H 0.5648 0.4750 1.7512  0.28
H 0.6438 2.4112 -0.1914  0.28
H 0.9658 0.9313 -1.2434  0.25
H 3.1348 1.6714 -0.4215  0.32
H 2.5632 2.0582 1.2765  0.34
H 2.5586 0.3542 0.7343  0.35
H 1.3744 -1.5522 -1.0419  0.32
H 1.3455 -2.4817 0.0779  0.37
O 0.8877 -2.2924 -0.7731  -0.72

Calculated values
strongest force on any atom	3.4	eV/A
net charge	+1
energy above the lowest of the compared OMol25 structures with the same formula, charge and spin	2.143	eV



Entry 4:
The following is a DFT calculation (the ωB97M-V functional and the def2-TZVPD basis) of an isolated molecule of C5H9FN2 at a distorted geometry.

Last column: Mulliken charge in e.
CARTESIAN COORDINATES (ANGSTROEM)
C -0.6309 -0.1933 1.0911  -0.10
C -1.5567 -0.2627 0.1085  -0.04
C 1.5471 -0.8910 -1.0437  0.00
C -3.0268 -0.0159 0.2197  -1.01
C 2.4510 1.0229 -0.0864  -0.71
N 0.6539 -0.0023 1.0032  -1.04
N 1.4333 -0.0024 -0.0263  0.82
F 0.8581 -2.0512 -1.0082  -0.22
H -0.9635 0.0945 2.0875  0.31
H -1.2362 -0.5802 -0.9275  0.15
H 2.4267 -0.8467 -1.6908  0.26
H -3.3029 0.6409 -0.6670  0.26
H -3.2545 0.4516 1.2728  0.26
H -3.4428 -1.0008 0.1060  0.26
H 2.0171 1.9984 -0.1564  0.31
H 3.0921 0.8811 0.8339  0.28
H 2.9350 0.7570 -1.1164  0.19

Calculated values
strongest force on any atom	4.3	eV/A
energy above the lowest of the compared OMol25 structures with the same formula, charge and spin	4.488	eV



Entry 5:
The following is a DFT calculation (the ωB97M-V functional and the def2-TZVPD basis) of an isolated molecule of C6H13NS at a distorted geometry.

Last column: Mulliken charge in e.
CARTESIAN COORDINATES (ANGSTROEM)
C -0.3678 -0.3257 0.4804  0.94
C 0.5134 0.5646 -0.4119  1.51
C -1.1024 -1.4672 -0.0418  -1.30
C -1.1585 0.2182 1.7195  -1.45
C 0.7011 0.0975 -1.8037  -1.76
C 0.6644 2.0380 -0.2544  -1.76
N 1.1097 -0.3059 0.6796  -0.54
S 2.0968 -1.6789 0.2718  -0.20
H -2.1414 -1.1674 -0.2917  0.31
H -1.1958 -2.1853 0.7978  0.42
H -0.5633 -1.9566 -0.9069  0.30
H -1.6343 -0.5794 2.3559  0.37
H -2.0853 0.5288 1.3488  0.42
H -0.5777 1.1171 2.2160  0.26
H 1.6595 0.4218 -2.3221  0.37
H -0.0898 0.4488 -2.5680  0.30
H 0.5961 -0.9153 -1.8933  0.45
H -0.2990 2.4915 -0.5622  0.31
H 1.3821 2.4863 -0.8954  0.42
H 0.8137 2.4935 0.6749  0.47
H 1.6784 -2.3244 1.4069  0.15

Calculated values
strongest force on any atom	4.0	eV/A
SMILES	CC1(C)N(S)C1(C)C
energy above the lowest of the compared OMol25 structures with the same formula, charge and spin	2.526	eV



Entry 6:
The following is a DFT calculation (the ωB97M-V functional and the def2-TZVPD basis) of an isolated molecule of C17H27N3O2S.

Last column: Mulliken charge in e.
CARTESIAN COORDINATES (ANGSTROEM)
C 3.5014 1.8334 3.7926  -1.45
C 3.3732 1.6121 2.2934  -0.36
O 2.4252 0.5861 2.0934  -0.33
C 2.1978 0.1419 0.8258  1.02
C 2.7498 0.6799 -0.3238  -0.66
C 2.4295 0.1646 -1.5737  -0.83
C 1.5687 -0.9090 -1.6919  -0.22
C 1.0318 -1.4738 -0.5358  0.05
C 1.3181 -0.9597 0.7151  0.55
O 0.8028 -1.4241 1.8857  -0.38
C -0.0407 -2.5577 1.8499  0.03
C -0.4585 -2.8641 3.2795  -1.54
H 0.4206 -3.0608 3.8868  0.34
H -0.9860 -2.0138 3.7033  0.33
H -1.1082 -3.7344 3.2962  0.43
H -0.9265 -2.3556 1.2303  0.12
H 0.4951 -3.4145 1.4186  0.36
H 0.3743 -2.3222 -0.6381  0.48
C 1.1101 -1.4170 -3.0266  -1.33
H 0.8289 -2.4669 -2.9433  0.35
H 1.8967 -1.3228 -3.7755  0.52
C -0.1204 -0.6215 -3.5124  -1.20
N -1.0862 -0.3915 -2.4604  0.09
C -1.8417 -1.4036 -1.9971  -0.04
N -2.5569 -1.1913 -0.8669  -0.02
H -3.2402 -1.8992 -0.6504  0.29
C -2.6238 0.0863 -0.2072  -0.60
N -2.3796 1.1257 -1.1824  -0.13
C -1.0907 0.8904 -1.7940  -0.58
H -0.9205 1.6644 -2.5505  0.43
H -0.2664 0.9414 -1.0507  0.27
C -2.4921 2.4669 -0.6328  -0.36
C -3.9383 2.8303 -0.3195  -1.32
H -4.0102 3.8967 -0.1234  0.43
H -4.3061 2.3004 0.5547  0.34
H -4.5683 2.5856 -1.1699  0.33
H -1.8660 2.5824 0.2689  0.28
H -2.1152 3.1540 -1.3940  0.41
H -3.6205 0.2152 0.2198  0.47
H -1.8762 0.1231 0.6170  0.25
S -1.9286 -2.8860 -2.7295  -0.34
H 0.1881 0.3533 -3.8933  0.43
H -0.6118 -1.1823 -4.3126  0.46
H 2.8606 0.6134 -2.4563  0.42
H 3.4298 1.5148 -0.2625  0.39
H 4.3442 1.3193 1.8691  0.40
H 3.0421 2.5384 1.8006  0.36
H 3.8254 0.9149 4.2738  0.33
H 4.2259 2.6181 3.9916  0.42
H 2.5392 2.1190 4.2083  0.32

Calculated values
strongest force on any atom	0.9	eV/A
SMILES	CCOc1ccc(CCN2CN(CC)CNC2=S)cc1OCC
energy above the lowest of the compared OMol25 structures with the same formula, charge and spin	0.663	eV